# 1
The following is a quantum chemistry calculation of a structure of composition C37H40FN5O5PdSb, from the OMol25 dataset.

```
! RIJCOSX wB97M-V def2-TZVPD def2/J DEFGRID3
* xyz 3 1
Pd 1.733 1.607 -2.442
C -0.287 2.402 -5.223
O 0.095 2.776 -3.896
C -0.707 3.633 -3.205
C -1.769 4.331 -3.762
C -2.525 5.194 -2.987
C -2.245 5.363 -1.632
C -1.215 4.664 -1.053
C -0.417 3.795 -1.820
N 0.649 3.134 -1.267
N 0.764 3.107 0.000
C 1.691 2.574 0.757
C 2.902 1.928 0.217
O 3.248 2.103 -0.981
C 3.663 1.123 1.124
C 3.361 1.043 2.442
C 2.285 1.787 3.017
C 2.017 1.757 4.389
C 0.997 2.520 4.926
C 0.219 3.331 4.100
C 0.441 3.355 2.742
C 1.469 2.581 2.174
H -0.150 3.236 -5.914
H -1.323 2.059 -5.249
H 0.365 1.572 -5.500
H -2.006 4.219 -4.808
H -3.342 5.732 -3.440
H -2.835 6.042 -1.038
H -0.971 4.779 -0.008
H 4.513 0.601 0.710
H 3.959 0.425 3.096
H 2.633 1.141 5.025
H 0.814 2.500 5.989
H -0.556 3.947 4.530
H -0.148 3.987 2.097
F -0.303 -0.489 3.741
C -0.606 -1.196 2.631
C -0.089 -0.739 1.453
C -0.359 -1.377 0.239
C 0.262 -0.841 -0.964
O 1.127 0.063 -0.858
C -0.221 -1.431 -2.163
C -1.082 -2.494 -2.101
N -1.534 -3.083 -0.984
C -2.319 -4.272 -1.219
C -2.315 -5.502 -0.358
C -3.560 -4.673 -0.473
C -1.211 -2.507 0.232
C -1.696 -2.962 1.466
C -1.407 -2.358 2.690
N -1.941 -2.880 3.865
C -1.769 -2.165 5.129
C -2.533 -2.878 6.252
N -3.715 -3.553 5.670
C -3.290 -4.692 4.810
C -1.986 -4.316 4.084
C 0.156 -0.957 -3.579
O -0.438 -1.470 -4.501
O 1.062 -0.073 -3.688
H 0.544 0.133 1.459
H -1.407 -2.897 -3.052
H -2.352 -4.472 -2.282
H -1.734 -5.514 0.550
H -2.288 -6.445 -0.883
H -3.914 -4.074 0.349
H -4.364 -5.059 -1.080
H -2.349 -3.811 1.487
H -2.160 -1.153 5.002
H -0.715 -2.087 5.425
H -2.844 -2.150 7.003
H -1.917 -3.631 6.748
H -4.224 -2.867 5.098
H -4.351 -3.884 6.404
H -4.092 -4.924 4.109
H -3.113 -5.571 5.432
H -1.929 -4.859 3.145
H -1.118 -4.625 4.682
C 3.955 3.442 -5.172
Sb 3.645 1.489 -4.290
C 3.453 0.230 -6.027
C 5.600 1.022 -3.505
H 4.786 3.348 -5.865
H 4.201 4.166 -4.399
H 3.066 3.762 -5.710
H 4.390 0.303 -6.570
H 2.634 0.573 -6.654
H 3.270 -0.797 -5.726
H 6.303 1.127 -4.327
H 5.619 0.001 -3.130
H 5.851 1.716 -2.706
*
```

LUMO energy (alpha / beta): -10.299 / -10.324 eV
M: 881.935 u
HOMO level (alpha / beta): -14.8 / -14.8 eV
HOMO-LUMO gap (alpha / beta): 4.51 / 4.48 eV

***

# 2
The following is a quantum chemistry calculation of the ion C3H8FNP with charge +1, from the OMol25 dataset.

```
! RIJCOSX wB97M-V def2-TZVPD def2/J DEFGRID3
* xyz 1 1
C 2.320 0.314 0.393
C -1.194 -0.385 -1.011
C 1.097 0.562 0.858
N -0.978 -1.335 0.016
F 0.752 0.566 2.166
P -0.433 1.008 -0.131
H 2.566 0.486 -0.679
H 3.047 -0.105 0.933
H -0.852 -0.627 -2.120
H -2.234 -0.099 -1.384
H -0.262 -2.053 0.011
H -1.827 -1.596 0.546
H -0.625 2.279 -0.501
H -1.378 0.984 0.903
*
```

LUMO energy: -3.990 eV
M: 108.076 u
ΔE to the lowest compared entry with this formula, charge and spin: 10.5 kcal per mole
HOMO level: -14.5 eV
HOMO-LUMO gap: 10.52 eV

***

# 3
The following is a quantum chemistry calculation of a structure of composition C34H34IN7OSr, from the OMol25 dataset.

```
! RIJCOSX wB97M-V def2-TZVPD def2/J DEFGRID3
* xyz 0 1
Sr -0.503 0.195 -0.373
C -1.388 3.720 -0.864
C -2.816 3.158 -0.974
C -3.042 2.244 -2.150
C -3.932 2.580 -3.163
C -4.142 1.690 -4.205
C -3.464 0.484 -4.204
C -2.592 0.228 -3.159
N -2.374 1.085 -2.163
N -0.537 2.965 0.067
C 0.879 3.284 -0.133
C 1.418 2.893 -1.490
C 2.438 3.632 -2.070
C 2.982 3.201 -3.269
C 2.480 2.053 -3.857
C 1.448 1.389 -3.217
N 0.923 1.794 -2.063
C -0.912 3.269 1.452
C -0.294 2.330 2.462
C 0.223 2.793 3.659
C 0.740 1.873 4.561
C 0.735 0.530 4.230
C 0.205 0.153 3.005
N -0.306 1.033 2.146
H -1.425 4.774 -0.549
H -0.919 3.692 -1.847
H -3.526 3.983 -1.033
H -3.060 2.597 -0.068
H -4.459 3.524 -3.125
H -4.834 1.933 -5.000
H -3.608 -0.250 -4.984
H -2.058 -0.716 -3.107
H 1.454 2.733 0.619
H 1.065 4.357 0.030
H 2.804 4.525 -1.581
H 3.786 3.753 -3.737
H 2.878 1.672 -4.788
H 1.030 0.484 -3.645
H -1.996 3.189 1.539
H -0.643 4.307 1.700
H 0.223 3.853 3.879
H 1.152 2.205 5.505
H 1.139 -0.219 4.896
H 0.193 -0.880 2.680
C 0.387 -3.440 1.728
C -0.379 -2.560 0.779
N 0.159 -2.375 -0.570
N 1.582 -2.510 -0.692
C 2.248 -1.452 -0.324
O 1.782 -0.332 0.088
C 3.745 -1.577 -0.422
C 4.356 -2.768 -0.809
C 5.737 -2.844 -0.905
C 6.522 -1.735 -0.615
C 5.918 -0.549 -0.225
C 4.536 -0.472 -0.130
C -1.662 -2.133 1.053
C -2.290 -2.423 2.328
C -3.540 -1.969 2.598
C -4.258 -1.208 1.640
C -3.619 -0.966 0.451
N -2.388 -1.384 0.125
H 1.353 -3.696 1.300
H -0.139 -4.378 1.938
H 0.578 -2.961 2.697
H 3.732 -3.623 -1.030
H 6.204 -3.774 -1.206
H 7.601 -1.799 -0.688
H 6.525 0.318 0.007
H 4.044 0.443 0.176
H -1.756 -3.016 3.057
H -3.995 -2.203 3.554
H -5.262 -0.855 1.819
H -4.124 -0.388 -0.323
I -0.245 -5.334 -1.378
C -0.474 -3.132 -1.573
H -0.040 -2.937 -2.549
H -1.550 -3.001 -1.539
*
```

LUMO energy: 0.051 eV
M: 771.218 u
ΔE to the lowest compared entry with this formula, charge and spin: 38.8 kcal per mole
HOMO level: -5.4 eV
HOMO-LUMO gap: 5.42 eV

***

# 4
The following is a quantum chemistry calculation of a structure of composition C25H25GaN4O6S, from the OMol25 dataset.

```
! RIJCOSX wB97M-V def2-TZVPD def2/J DEFGRID3
* xyz 0 1
Ga -0.314 -0.456 -0.223
C 4.274 -4.805 3.747
C 3.210 -3.767 3.516
C 2.571 -3.653 2.288
C 1.585 -2.697 2.081
C 1.228 -1.846 3.112
C 1.846 -1.954 4.353
C 2.832 -2.903 4.544
S 0.004 -0.573 2.900
O 0.714 0.651 2.582
O -0.807 -0.594 4.088
N -0.844 -0.935 1.605
C -1.686 -2.126 1.642
C -1.775 -2.748 0.244
O -2.379 -3.778 0.063
O -1.153 -2.081 -0.708
H 4.480 -5.368 2.838
H 3.967 -5.510 4.520
H 5.204 -4.341 4.078
H 2.840 -4.321 1.480
H 1.095 -2.632 1.118
H 1.545 -1.297 5.158
H 3.316 -2.983 5.511
H -2.702 -1.905 1.977
H -1.295 -2.898 2.310
O -5.020 4.788 -1.710
N -4.370 4.495 -2.693
O -4.422 5.070 -3.759
C -3.469 3.332 -2.594
C -3.268 2.636 -3.731
C -2.454 1.463 -3.722
C -2.206 0.684 -4.867
C -1.417 -0.430 -4.756
C -0.872 -0.753 -3.505
N -1.081 -0.027 -2.431
C -1.869 1.052 -2.523
C -2.092 1.805 -1.314
N -1.485 1.349 -0.197
C -1.590 2.042 0.922
C -2.317 3.235 0.983
C -2.970 3.695 -0.128
C -2.878 2.964 -1.331
H -3.733 2.969 -4.649
H -2.645 0.970 -5.815
H -1.210 -1.061 -5.608
H -0.257 -1.635 -3.373
H -1.070 1.652 1.787
H -2.356 3.776 1.918
H -3.550 4.603 -0.086
C 1.581 2.159 -1.728
C 2.069 1.361 -0.521
C 3.594 1.419 -0.444
C 1.595 -0.096 -0.568
H 1.975 3.177 -1.712
H 0.493 2.227 -1.761
H 1.914 1.687 -2.658
H 1.673 1.823 0.390
H 4.039 0.934 -1.318
H 3.956 0.905 0.447
H 3.952 2.451 -0.412
H 2.146 -0.672 0.181
H 1.860 -0.533 -1.539
*
```

LUMO energy: -1.648 eV
M: 579.287 u
ΔE to the lowest compared entry with this formula, charge and spin: 0.0 kcal per mole
HOMO level: -9.1 eV
HOMO-LUMO gap: 7.42 eV

***

# 5
The following is a quantum chemistry calculation of a structure of composition C24H40HgN8S5, from the OMol25 dataset.

```
! RIJCOSX wB97M-V def2-TZVPD def2/J DEFGRID3
* xyz 1 2
Hg 0.129 -0.314 0.093
N -3.154 0.015 -3.122
C -2.274 0.349 -2.139
S -0.588 0.081 -2.492
N -2.815 0.864 -1.067
N -1.986 1.024 -0.009
C -2.353 1.829 0.924
C -3.591 2.652 0.845
C -4.567 2.568 1.835
C -5.708 3.353 1.767
C -5.880 4.238 0.712
C -4.917 4.318 -0.285
C -3.781 3.525 -0.223
C -1.481 1.936 2.134
C -1.706 2.910 3.103
C -0.896 2.950 4.226
C 0.131 2.032 4.357
C 0.321 1.125 3.326
N -0.457 1.084 2.249
H -2.808 -0.119 -4.054
H -4.117 0.279 -2.987
H -4.444 1.868 2.652
H -6.462 3.275 2.539
H -6.761 4.864 0.667
H -5.052 4.997 -1.116
H -3.034 3.584 -1.002
H -2.499 3.631 2.974
H -1.069 3.697 4.990
H 0.777 2.018 5.223
H 1.140 0.413 3.343
C -3.665 -4.361 1.284
C -2.588 -3.749 2.186
S -1.217 -2.832 1.433
C -0.063 -4.094 0.859
C -0.480 -4.905 -0.361
S -0.662 -4.046 -1.953
C -2.169 -3.050 -1.776
C -3.426 -3.874 -1.477
S -4.352 -3.305 -0.021
H -4.516 -4.630 1.911
H -3.314 -5.284 0.823
H -2.151 -4.528 2.816
H -3.042 -3.012 2.847
H 0.167 -4.776 1.680
H 0.841 -3.521 0.643
H -1.416 -5.434 -0.181
H 0.277 -5.667 -0.559
H -2.248 -2.512 -2.718
H -1.999 -2.315 -1.001
H -3.203 -4.930 -1.331
H -4.121 -3.812 -2.313
C 2.759 3.383 1.015
N 2.598 1.939 0.933
C 3.513 0.970 0.803
S 3.123 -0.637 1.227
N 4.742 1.244 0.336
C 5.164 2.350 -0.511
H 2.219 3.739 1.893
H 2.359 3.881 0.132
H 3.800 3.652 1.140
H 1.686 1.588 1.183
H 5.362 0.453 0.398
H 5.628 3.161 0.052
H 4.320 2.733 -1.080
H 5.898 1.970 -1.219
N 1.870 -2.590 -3.384
C 2.137 -1.150 -3.736
C 2.802 -0.447 -2.556
N 2.887 0.991 -2.685
H 1.543 -3.116 -4.196
H 1.116 -2.731 -2.671
H 2.722 -3.037 -3.043
H 1.183 -0.699 -4.001
H 2.792 -1.151 -4.607
H 3.809 -0.852 -2.413
H 2.247 -0.677 -1.645
H 1.973 1.426 -2.633
H 3.346 1.284 -3.538
*
```

LUMO energy (alpha / beta): -2.412 / -2.879 eV
M: 801.565 u
<S²>: 0.755
ΔE to the lowest compared entry with this formula, charge and spin: 6.1 kcal per mole
HOMO level (alpha / beta): -8.3 / -9.9 eV
HOMO-LUMO gap (alpha / beta): 5.91 / 7.07 eV

***

# 6
The following is a quantum chemistry calculation of a cluster of 6 separate species, C21H54O18S5 in total, from the OMol25 dataset.

```
! RIJCOSX wB97M-V def2-TZVPD def2/J DEFGRID3
* xyz 0 1
C 5.842 1.060 -3.179
C 6.041 -0.402 -2.673
O 4.952 -1.208 -3.102
S 5.035 -1.750 -4.657
C 4.177 -0.327 -5.605
O 6.428 -1.879 -5.179
O 4.169 -2.872 -4.756
H 6.151 1.237 -4.209
H 6.521 1.795 -2.746
H 4.819 1.385 -2.987
H 7.032 -0.812 -2.871
H 5.847 -0.385 -1.601
H 3.920 -0.715 -6.591
H 4.981 0.392 -5.764
H 3.334 0.060 -5.034
C 3.358 -1.977 -0.443
C 1.938 -1.396 -0.507
O 1.125 -2.221 -1.304
S -0.526 -1.964 -1.278
C -0.479 -0.557 -2.513
O -1.015 -3.246 -1.822
O -0.961 -1.507 0.052
H 3.873 -2.179 -1.382
H 3.255 -2.909 0.112
H 4.025 -1.294 0.085
H 1.652 -1.426 0.544
H 1.990 -0.396 -0.938
H 0.092 0.242 -2.039
H -1.478 -0.304 -2.867
H 0.165 -1.070 -3.227
C 2.306 3.049 4.514
C 1.587 1.723 4.049
O 2.320 0.634 4.627
S 2.538 -0.785 3.760
C 0.704 -1.269 3.644
O 3.052 -0.443 2.445
O 3.212 -1.741 4.595
H 1.770 3.928 4.157
H 3.253 2.943 3.985
H 2.480 3.104 5.589
H 0.570 1.683 4.440
H 1.555 1.716 2.960
H 0.300 -0.727 2.788
H 0.157 -1.067 4.566
H 0.557 -2.333 3.463
C -8.536 -2.808 -3.559
C -7.459 -2.250 -2.576
O -6.086 -2.447 -3.063
S -4.935 -1.352 -2.535
C -4.027 -2.501 -1.426
O -4.002 -0.981 -3.571
O -5.599 -0.360 -1.626
H -9.557 -2.724 -3.185
H -8.416 -3.873 -3.756
H -8.541 -2.371 -4.557
H -7.844 -1.262 -2.324
H -7.520 -2.826 -1.653
H -4.728 -3.000 -0.757
H -3.352 -1.833 -0.890
H -3.451 -3.210 -2.020
C 4.826 2.329 0.889
C 3.456 2.312 0.179
O 3.234 3.617 -0.330
S 1.783 3.901 -1.008
C 0.600 4.299 0.377
O 1.895 5.122 -1.778
O 1.314 2.629 -1.566
H 4.896 1.386 1.430
H 4.916 3.048 1.704
H 5.638 2.226 0.170
H 3.402 1.693 -0.717
H 2.698 1.910 0.851
H 1.011 4.949 1.149
H 0.179 3.362 0.743
H -0.179 4.830 -0.169
C -2.986 4.047 0.208
O -2.345 3.043 0.908
C -3.138 1.966 1.345
C -2.362 1.463 2.558
O -3.030 0.436 3.270
C -3.069 -0.766 2.539
C -3.587 -1.950 3.355
O -2.695 -2.501 4.319
C -2.700 -3.930 4.380
H -3.672 4.618 0.834
H -3.423 3.683 -0.722
H -2.276 4.749 -0.229
H -3.323 1.227 0.565
H -4.024 2.344 1.856
H -2.208 2.144 3.395
H -1.402 1.057 2.242
H -2.066 -0.977 2.169
H -3.588 -0.790 1.580
H -3.937 -2.839 2.831
H -4.449 -1.524 3.869
H -2.268 -4.310 3.454
H -3.640 -4.437 4.598
H -2.053 -4.357 5.147
*
```

LUMO energy: 0.345 eV
M: 754.980 u
SMILES: CCOS(C)(=O)=O.CCOS(C)(=O)=O.CCOS(C)(=O)=O.CCOS(C)(=O)=O.CCOS(C)(=O)=O.COCCOCCOC
ΔE to the lowest compared entry with this formula, charge and spin: 62.0 kcal per mole
HOMO level: -9.8 eV
HOMO-LUMO gap: 10.17 eV